Record 1
C20H25N2O9S2 as an isolated structure at a distorted geometry, computed with ωB97M-V/def2-TZVPD.

Each line ends with the Mulliken charge.
Element x y z (Å)
1 N -0.012 2.686 2.847  -0.60
2 C -0.809 1.981 3.849  0.06
3 C -0.704 0.454 3.850  -0.42
4 C -1.155 -0.205 2.546  -0.75
5 C -0.506 -1.570 2.320  -0.77
6 C 0.963 -1.431 1.888  -1.00
7 S 1.341 -2.079 0.281  1.27
8 O 2.618 -1.518 -0.104  -0.71
9 O 1.316 -3.528 0.384  -0.74
10 N 0.081 -1.514 -0.530  -0.20
11 S 0.054 -1.586 -2.100  0.74
12 O 1.261 -1.125 -2.758  -0.69
13 O -1.174 -0.968 -2.555  -0.73
14 C -0.104 -3.296 -2.585  -0.83
15 C -0.183 -3.317 -4.100  0.49
16 C -1.115 -4.457 -4.750  -0.94
17 O 0.460 -4.251 -4.803  -0.47
18 H -0.130 2.308 1.917  0.26
19 H 0.969 2.682 3.087  0.25
20 H -1.850 2.301 3.789  -0.42
21 H -0.445 2.332 4.821  0.42
22 H 0.337 0.189 4.064  0.37
23 H -1.313 0.075 4.677  0.31
24 H -0.916 0.423 1.685  0.34
25 H -2.242 -0.313 2.570  0.37
26 H -1.062 -2.126 1.568  0.38
27 H -0.537 -2.138 3.254  0.44
28 H 1.635 -1.948 2.573  0.38
29 H 1.263 -0.382 1.879  0.37
30 H 0.779 -3.869 -2.307  0.42
31 H -1.027 -3.711 -2.201  0.38
32 H -0.252 -2.350 -4.599  0.39
33 H -1.538 -3.663 -5.423  0.16
34 H -1.185 -5.208 -5.531  0.45
35 C -3.497 5.055 4.087  -0.24
36 C -4.002 6.282 3.996  -0.41
37 C -5.439 6.505 3.702  0.35
38 O -5.901 7.623 3.619  -0.56
39 C -6.295 5.305 3.510  -0.39
40 C -5.793 4.077 3.600  -0.39
41 C -4.356 3.856 3.899  0.47
42 O -3.891 2.741 3.986  -0.55
43 H -2.451 4.863 4.293  0.42
44 H -3.400 7.172 4.127  0.41
45 H -7.339 5.496 3.295  0.39
46 H -6.394 3.187 3.463  0.42
47 C 3.952 -1.483 -4.291  -0.26
48 C 4.690 -2.058 -3.342  -0.27
49 C 6.120 -2.374 -3.567  0.29
50 O 6.811 -2.900 -2.719  -0.56
51 C 6.701 -2.024 -4.893  -0.42
52 C 5.966 -1.449 -5.838  -0.41
53 C 4.529 -1.132 -5.609  0.25
54 O 3.874 -0.605 -6.484  -0.57
55 H 2.907 -1.252 -4.124  0.73
56 H 4.276 -2.310 -2.371  0.53
57 H 7.748 -2.266 -5.031  0.39
58 H 6.365 -1.185 -6.810  0.40

Computed properties:
- total charge = -1
- largest force on an atom (eV Å⁻¹) = 3.21
- 2S+1 = 1
- LUMO level (eV) = -0.2
- HOMO energy (Ha) = -0.226
- gap between HOMO and LUMO (eV) = 6.0


Record 2
One molecule with the formula C20H25N3O2, computed with ωB97M-V/def2-TZVPD.

Each line ends with the Mulliken charge.
Element x y z (Å)
1 C 0.402 -5.060 0.342  -1.09
2 C -0.808 -4.701 -0.509  -0.27
3 O -0.866 -3.303 -0.789  -0.30
4 C -1.403 -2.513 0.159  -0.53
5 O -1.790 -2.925 1.224  -0.59
6 C -1.508 -1.099 -0.282  0.44
7 C -0.966 -0.056 0.500  1.43
8 N -0.171 -0.362 1.589  0.12
9 C 0.090 0.604 2.639  -0.72
10 C 1.563 1.074 2.586  -1.02
11 N 2.072 0.998 1.239  0.17
12 C 1.980 2.058 0.357  1.27
13 C 1.355 3.264 0.695  -0.21
14 C 1.292 4.312 -0.203  -0.85
15 C 1.844 4.199 -1.466  -0.58
16 C 2.492 3.023 -1.805  -0.74
17 C 2.570 1.975 -0.911  -0.45
18 C 2.129 -0.371 0.765  -1.19
19 C 0.982 -1.207 1.386  -0.51
20 C -1.283 1.247 0.113  -0.67
21 C -2.029 1.465 -1.034  -0.18
22 C -2.303 2.857 -1.509  -1.20
23 N -2.514 0.473 -1.768  -0.66
24 C -2.285 -0.777 -1.398  0.73
25 C -2.940 -1.831 -2.238  -1.20
26 H 0.315 -4.600 1.324  0.27
27 H 1.316 -4.714 -0.135  0.27
28 H 0.452 -6.138 0.464  0.41
29 H -0.757 -5.183 -1.487  0.36
30 H -1.728 -4.996 0.006  0.33
31 H -0.603 1.439 2.551  0.49
32 H -0.103 0.111 3.601  0.37
33 H 2.184 0.412 3.201  0.39
34 H 1.675 2.081 2.982  0.46
35 H 0.903 3.401 1.666  0.17
36 H 0.792 5.225 0.089  0.37
37 H 1.782 5.015 -2.169  0.41
38 H 2.953 2.922 -2.777  0.40
39 H 3.116 1.090 -1.198  0.47
40 H 3.098 -0.822 1.019  0.30
41 H 2.011 -0.381 -0.319  0.56
42 H 0.749 -2.033 0.719  0.04
43 H 1.270 -1.624 2.355  0.38
44 H -0.910 2.104 0.648  0.48
45 H -1.367 3.401 -1.630  0.24
46 H -2.828 2.820 -2.459  0.35
47 H -2.914 3.390 -0.783  0.33
48 H -3.592 -1.346 -2.960  0.40
49 H -3.525 -2.508 -1.619  0.36
50 H -2.190 -2.413 -2.769  0.21

Computed properties:
- SMILES = CCOC(=O)c1c(N2CCN(c3ccccc3)CC2)cc(C)nc1C
- largest force on an atom (eV Å⁻¹) = 0.58
- 2S+1 = 1
- LUMO level (eV) = 0.8
- HOMO energy (Ha) = -0.283
- gap between HOMO and LUMO (eV) = 8.5


Record 3
A 2-piece molecular cluster, C20H25N3O5 overall at a distorted geometry, computed with ωB97M-V/def2-TZVPD.

Each line ends with the Mulliken charge.
Element x y z (Å)
1 N 0.383 2.615 1.391  -0.55
2 C 0.121 1.564 1.027  -0.43
3 C -0.256 0.217 0.609  0.99
4 C -1.060 0.114 -0.699  -0.80
5 C -0.428 0.719 -1.953  -1.05
6 C -0.530 2.245 -2.104  -0.55
7 C -1.962 2.800 -1.966  -0.90
8 C -2.291 3.458 -0.637  -0.36
9 N -1.458 4.621 -0.385  -0.66
10 C 1.024 -0.624 0.649  -0.19
11 C 0.727 -2.042 0.443  -0.29
12 N 0.522 -3.157 0.335  -0.54
13 O 2.001 -0.132 -0.250  -0.05
14 C 3.278 -0.121 0.239  0.15
15 O 3.696 -0.944 1.002  -0.51
16 C 4.095 1.002 -0.288  0.51
17 C 3.935 2.307 0.162  -0.12
18 C 4.756 3.309 -0.335  -0.79
19 C 5.712 3.014 -1.297  -0.36
20 C 5.853 1.718 -1.776  -0.63
21 C 5.047 0.713 -1.260  -0.29
22 H -0.892 -0.179 1.403  0.53
23 H -1.172 -0.954 -0.879  0.47
24 H -2.055 0.521 -0.549  0.43
25 H -0.980 0.309 -2.799  0.44
26 H 0.604 0.410 -2.089  0.30
27 H -0.183 2.471 -3.111  0.36
28 H 0.179 2.741 -1.446  0.32
29 H -2.080 3.571 -2.727  0.43
30 H -2.670 2.003 -2.188  0.40
31 H -2.288 2.721 0.173  0.20
32 H -3.324 3.806 -0.711  0.36
33 H -0.534 4.518 -0.780  0.28
34 H -1.335 4.789 0.603  0.27
35 H 1.418 -0.568 1.665  0.65
36 H 3.181 2.550 0.898  0.39
37 H 4.651 4.329 0.002  0.41
38 H 6.366 3.778 -1.691  0.39
39 H 6.579 1.497 -2.541  0.40
40 H 5.162 -0.304 -1.608  0.43
41 C -2.834 -6.252 2.418  -1.44
42 C -3.429 -5.122 1.614  0.51
43 C -2.660 -3.824 1.692  -0.35
44 O -3.693 -2.844 1.513  -0.29
45 C -4.859 -3.394 1.941  0.61
46 O -5.864 -2.789 2.119  -0.54
47 O -4.710 -4.727 2.139  -0.36
48 H -3.383 -7.177 2.245  0.36
49 H -1.791 -6.412 2.145  0.38
50 H -2.897 -6.035 3.485  0.36
51 H -3.572 -5.430 0.575  0.26
52 H -1.906 -3.729 0.915  0.20
53 H -2.193 -3.666 2.667  0.28

Computed properties:
- SMILES = N#C[C@@H](CCCCCN)[C@@H](C#N)OC(=O)c1ccccc1.C[C@@H]1COC(=O)O1
- largest force on an atom (eV Å⁻¹) = 1.07
- 2S+1 = 1
- LUMO level (eV) = 0.4
- HOMO energy (Ha) = -0.333
- gap between HOMO and LUMO (eV) = 9.5


Record 4
C20H25N3PtS4 as an isolated structure, computed with ωB97M-V/def2-TZVPD.

Each line ends with the Mulliken charge.
Element x y z (Å)
1 Pt 0.307 -0.508 2.300  0.51
2 C 1.408 2.563 2.193  -0.78
3 C 0.025 2.842 2.778  -0.61
4 S -1.240 1.841 1.943  0.02
5 C -2.337 1.238 3.257  -0.40
6 C -2.904 -0.128 2.871  -0.84
7 S -1.754 -1.545 2.621  -0.14
8 C -1.623 -2.229 4.303  -0.87
9 C -0.829 -1.343 5.249  -0.46
10 S 0.782 -1.070 4.451  0.00
11 C 1.434 0.475 5.146  -0.45
12 C 2.570 0.899 4.221  -0.83
13 S 2.147 0.907 2.440  -0.14
14 H 2.149 3.262 2.584  0.57
15 H 1.401 2.685 1.108  0.43
16 H -0.191 3.897 2.609  0.48
17 H -0.009 2.671 3.852  0.22
18 H -3.182 1.916 3.373  0.56
19 H -1.797 1.209 4.202  0.01
20 H -3.451 -0.058 1.931  0.48
21 H -3.619 -0.478 3.619  0.52
22 H -1.138 -3.198 4.169  0.43
23 H -2.631 -2.417 4.670  0.48
24 H -0.662 -1.846 6.202  0.52
25 H -1.314 -0.386 5.432  0.25
26 H 1.813 0.285 6.150  0.51
27 H 0.632 1.207 5.196  0.15
28 H 3.410 0.208 4.300  0.47
29 H 2.942 1.892 4.470  0.46
30 N -0.757 -0.738 -4.919  0.01
31 C -0.254 -0.701 -6.200  0.75
32 C -0.865 -0.790 -7.451  -1.05
33 C -0.027 -0.713 -8.540  -0.42
34 C 1.369 -0.553 -8.404  -0.52
35 C 1.965 -0.467 -7.170  -0.76
36 C 1.132 -0.544 -6.046  0.62
37 N 1.455 -0.490 -4.711  -0.59
38 C 0.317 -0.608 -4.076  0.09
39 C 0.243 -0.596 -2.626  0.90
40 C -0.942 -0.686 -1.894  -1.02
41 C -0.899 -0.654 -0.520  0.27
42 N 0.241 -0.545 0.179  -0.11
43 C 1.391 -0.474 -0.526  -0.35
44 C 1.432 -0.490 -1.896  -0.85
45 H -1.723 -0.855 -4.673  0.18
46 H -1.933 -0.914 -7.566  0.39
47 H -0.449 -0.776 -9.534  0.40
48 H 1.975 -0.499 -9.297  0.40
49 H 3.033 -0.346 -7.057  0.44
50 H -1.906 -0.779 -2.373  0.33
51 H -1.820 -0.716 0.044  0.24
52 H 2.309 -0.426 0.042  0.55
53 H 2.374 -0.432 -2.421  0.56

Computed properties:
- total charge = +2
- largest force on an atom (eV Å⁻¹) = 0.52
- 2S+1 = 1
- LUMO level (eV) = -6.6
- HOMO energy (Ha) = -0.459
- gap between HOMO and LUMO (eV) = 5.8